# 1
Computed, not measured: a cluster of 7 separate species, C54H100BBrN2O9SSi in total in a non-equilibrium geometry, with the ωB97M-V functional and the def2-TZVPD basis.

Structure (XYZ):
```
169
Properties=species:S:1:pos:R:3:forces:R:3:mulliken_charge:R:1
C -0.1572 0.1987 6.3264 -0.3296 0.7678 0.6567 -0.919
C 0.7918 0.9339 5.2600 -1.2700 0.2425 1.0494 -0.313
N 1.4901 -0.0305 4.3024 -1.0292 2.5798 -1.3931 -0.431
C 0.7457 0.1623 3.0136 -1.2080 -0.4388 -2.2971 0.087
C -0.6924 -0.4562 2.9863 0.9666 2.0355 -3.6917 -0.355
C -1.5262 -0.2467 1.7009 4.0463 1.5700 0.7873 0.098
Br -3.3451 -0.9906 1.5949 1.7420 0.7918 -0.0373 -0.141
C -0.9151 0.5458 0.5206 1.3847 0.2828 1.1874 0.372
C 0.5214 1.1510 0.4852 -0.9115 -2.0406 4.1936 -0.639
C 1.3722 0.9395 1.7967 -3.6418 -1.4020 0.2143 -0.554
N 1.1070 1.9162 -0.6184 -2.4451 -0.6341 0.2036 1.311
C 2.0329 1.1528 -1.4872 1.7580 -0.9842 -1.1423 -0.683
C 1.5083 0.6825 -2.9221 0.2999 -1.4236 -0.3163 -0.861
C 0.5190 -0.6203 -2.8834 -0.0273 -0.0187 -1.1506 -0.327
C -0.6928 -0.4764 -3.9661 -0.2594 -0.1247 0.0775 -0.681
C -1.8757 -1.5428 -3.7415 0.6035 -0.6953 -0.7729 0.340
C -3.0274 -1.5085 -4.8581 -1.1442 -0.4244 0.4718 -0.962
C -3.9839 -0.2188 -4.8266 0.3657 0.4382 0.1541 -0.554
C -4.5173 0.2035 -3.3630 0.5156 0.2087 -0.2621 1.403
Si -6.3994 0.6311 -3.3221 0.4842 0.5379 0.9587 0.035
C -7.5410 -0.7987 -3.8816 -0.3684 0.0482 -0.2199 -1.027
C -6.5958 2.2575 -4.3289 0.0084 0.4827 -0.4124 -0.945
C -6.8029 1.0471 -1.4678 -1.0355 1.1811 4.8800 0.647
C -6.4996 0.0492 -0.2849 -1.5190 3.3247 0.2436 -0.244
C -6.8263 0.3917 1.2184 -0.2304 1.7480 -2.8416 -0.339
C -7.4401 1.7516 1.6225 0.9311 -1.3453 -4.1336 -0.653
C -7.7684 2.7677 0.4628 1.5324 -3.1406 -0.1182 -0.608
C -7.4461 2.4171 -1.0269 0.3567 -1.6787 2.7660 -0.191
C 0.1652 2.8017 -1.3087 -1.6360 3.1643 -1.6912 -0.877
C 0.7319 4.1971 -1.7673 -3.7512 -0.4514 -0.7667 0.298
O 2.1167 4.5379 -1.5082 -2.5554 0.4026 2.0443 -0.558
B 2.2103 4.9901 -0.1317 0.4870 -0.5456 1.1929 0.720
O 3.3409 4.5331 0.6614 -2.0665 0.0746 -0.7939 -0.533
O 1.2430 5.8215 0.5320 1.0528 -2.0356 -0.4124 -0.528
C -0.2183 5.2294 -2.4670 -1.2956 -2.8676 0.8743 -0.523
C -1.7352 4.8997 -2.7125 2.4017 -2.8910 1.7013 -0.564
C -2.3035 3.5009 -2.2705 3.5854 1.3195 0.6362 -0.461
C -1.3571 2.4864 -1.5773 1.7201 2.4830 -0.3936 0.784
S -1.9673 0.8242 -0.9713 1.0906 1.4824 0.5918 0.251
H 0.3805 -0.0300 7.3256 -0.7218 0.1532 -1.8040 0.309
H -0.9930 0.9517 6.6006 1.2584 -1.2347 -0.3986 0.267
H -0.6743 -0.7421 5.9413 0.9352 1.2842 0.4382 0.207
H 1.5277 1.5798 5.8498 -0.7336 -1.0241 -0.9320 0.394
H 0.1131 1.6583 4.6675 1.2052 -1.0835 0.8884 0.262
H 2.4302 0.3990 4.1914 -0.7263 -0.7358 -0.2609 0.327
H -1.1780 -1.0111 3.8509 1.0359 0.8650 -1.3016 0.033
H 2.4304 1.3552 1.9288 -1.7200 -0.6567 -0.4284 0.090
H 3.0158 1.7402 -1.6662 -1.7089 -0.5865 0.4158 0.218
H 2.3591 0.1993 -0.9227 -0.6340 1.5251 -0.7356 0.362
H 1.0622 1.4995 -3.5822 0.5096 -0.8787 1.2188 0.334
H 2.4442 0.3017 -3.4920 -1.3385 0.8780 0.9760 0.498
H 0.1522 -0.8678 -1.8318 0.3002 0.5714 -1.4305 0.180
H 1.1214 -1.5423 -3.2406 -0.8500 1.4262 0.7257 0.494
H -1.1122 0.5971 -4.0013 0.6348 -1.5253 0.3242 0.225
H -0.2740 -0.6729 -5.0293 -0.5361 0.3288 1.6988 0.338
H -2.3495 -1.5157 -2.7009 0.7826 0.2605 -1.4273 -0.187
H -1.3806 -2.5883 -3.8266 -0.8342 1.5557 0.1883 0.084
H -3.7107 -2.4220 -4.6452 1.1220 1.3282 -0.3345 0.184
H -2.6538 -1.6493 -5.9304 -0.1899 0.2343 1.5505 0.345
H -4.9128 -0.3636 -5.4869 1.5773 -0.0169 0.5543 0.375
H -3.3734 0.6704 -5.2472 -1.1437 -1.3345 0.5423 0.249
H -3.9783 1.1943 -3.0979 -0.7926 -1.7536 0.0353 -1.230
H -4.3093 -0.5952 -2.5646 -0.0811 1.2088 -1.1167 0.194
H -7.7386 -0.6726 -5.0024 0.1435 -0.4172 1.5195 0.319
H -8.5316 -0.6943 -3.2958 1.5483 -0.3935 -1.0285 0.344
H -7.0359 -1.8059 -3.6841 -0.8895 1.3157 -0.2638 0.274
H -7.3328 3.0075 -3.8872 0.9315 -1.0782 -0.5905 0.322
H -6.9648 1.9944 -5.3789 0.6904 0.5617 1.2608 0.295
H -5.5589 2.7702 -4.3660 -1.6884 -0.7824 -0.1636 0.214
H -6.0161 -0.9423 -0.5978 -0.8126 1.5326 0.8739 0.277
H -6.5440 -0.4276 1.9742 -0.6132 1.6225 -1.1017 0.324
H -7.6238 1.9579 2.7311 0.1673 -0.1326 -1.9379 0.403
H -8.2390 3.7692 0.7882 0.8371 -1.7857 -0.8724 0.351
H -7.7178 3.2374 -1.7857 0.5465 -1.5759 1.2282 0.031
H 3.0435 4.3332 1.5791 0.5148 0.4822 -0.9943 0.228
H 1.1922 5.5441 1.4816 0.0979 0.6994 -1.2309 0.270
H 0.2151 6.2477 -2.7803 -0.7801 -1.8559 0.6031 0.311
H -2.4585 5.6562 -3.1945 1.5013 -1.3383 0.8718 0.318
H -3.4121 3.2751 -2.4355 1.8855 0.2494 0.4069 0.271
C 6.9791 0.3280 0.0281 0.1487 -0.0424 0.0674 -0.967
C 5.7950 0.3497 0.9794 0.0815 0.0368 -0.0798 0.004
O 6.1622 0.2157 2.3470 -0.0784 -0.1141 0.1773 -0.490
C 7.0217 1.2199 2.8711 -0.0688 0.0122 -0.0333 0.032
C 6.4352 2.6183 2.7938 -0.0841 0.0742 -0.1368 -0.992
H 7.5504 -0.5981 0.1494 -0.1022 0.0843 -0.0734 0.297
H 6.6377 0.3979 -1.0079 0.0239 -0.0386 0.0800 0.480
H 7.6638 1.1584 0.2106 -0.0654 0.0566 -0.0562 0.098
H 5.1427 -0.4962 0.7480 0.0476 0.0007 0.2447 0.320
H 5.1915 1.2522 0.8357 0.0437 0.0856 -0.0512 -0.002
H 7.9996 1.1746 2.3796 0.0047 0.0852 -0.0585 -0.040
H 7.1938 0.9662 3.9212 -0.1185 -0.1770 -0.1433 0.360
H 6.2492 2.9274 1.7632 0.0782 0.0409 0.0388 0.218
H 7.1183 3.3431 3.2429 -0.0432 -0.0550 -0.0050 0.478
H 5.4801 2.6613 3.3254 0.0833 -0.0143 0.0204 0.199
C -0.5041 -7.2879 -2.9982 -0.0568 -0.1109 -0.1197 -1.140
C -1.0588 -5.9275 -2.6100 -0.0028 -0.0902 -0.0226 -0.098
O -2.2306 -5.5657 -3.3282 -0.0192 0.1690 -0.1199 -0.406
C -3.3513 -6.4280 -3.1845 0.0231 -0.0003 0.0782 -0.359
C -3.8382 -6.5556 -1.7510 0.0602 0.0446 0.1323 -1.043
H -0.2829 -7.3188 -4.0701 0.0141 0.0383 0.1376 0.309
H 0.4136 -7.4980 -2.4429 -0.0602 0.0479 -0.0509 0.396
H -1.2120 -8.0919 -2.7892 0.0519 0.0021 0.0821 0.274
H -0.3085 -5.1652 -2.8346 -0.2181 0.0699 -0.0817 0.271
H -1.2425 -5.8705 -1.5323 -0.0048 -0.0761 0.0348 0.207
H -3.1294 -7.4104 -3.6146 0.0039 -0.0498 0.0744 0.299
H -4.1536 -6.0004 -3.7928 0.2326 0.1060 -0.0181 0.333
H -3.0770 -6.9859 -1.0970 -0.0606 -0.0700 -0.0370 0.247
H -4.7211 -7.1976 -1.7055 0.0436 0.0482 -0.0225 0.455
H -4.0985 -5.5730 -1.3472 -0.0085 -0.0676 -0.0581 0.257
C 10.4870 -0.6870 -5.0275 0.1679 -0.0166 0.0298 -1.040
C 9.3029 -0.6662 -4.0754 0.0868 0.0176 -0.0174 -0.327
O 9.6700 -0.7991 -2.7091 -0.0763 -0.1640 0.1120 -0.447
C 10.5284 0.2066 -2.1855 -0.0431 0.0843 -0.0274 -0.069
C 9.9404 1.6047 -2.2614 -0.0849 0.0893 -0.0727 -0.933
H 11.0591 -1.6126 -4.9058 -0.1112 0.0838 -0.0357 0.282
H 10.1447 -0.6180 -6.0632 0.0045 -0.0295 0.0861 0.388
H 11.1709 0.1440 -4.8460 -0.0621 0.0370 -0.0658 0.256
H 8.6516 -1.5129 -4.3062 0.0482 0.0121 0.2360 0.369
H 8.6985 0.2352 -4.2191 0.0517 0.0661 -0.0434 0.288
H 11.5058 0.1620 -2.6776 -0.0009 0.0754 -0.0397 0.323
H 10.7012 -0.0460 -1.1352 -0.1179 -0.1639 -0.1362 0.034
H 9.7528 1.9148 -3.2916 0.0858 0.0210 0.0264 0.403
H 10.6238 2.3295 -1.8125 -0.0264 -0.0778 0.0193 0.342
H 8.9864 1.6468 -1.7288 0.0951 -0.0120 -0.0173 0.129
C -12.1480 3.4140 4.5776 0.0547 -0.1486 0.0616 -1.045
C -11.7937 4.1498 3.2962 0.0000 -0.0738 0.0490 -0.348
O -10.8402 3.4666 2.4940 0.1713 0.1125 -0.0279 -0.383
C -11.2120 2.1720 2.0358 -0.0261 -0.0456 -0.0562 -0.023
C -12.4671 2.1676 1.1801 -0.0983 0.1345 -0.0100 -1.202
H -11.2491 3.2345 5.1765 -0.1052 0.0737 -0.0617 0.287
H -12.8552 3.9998 5.1706 0.0750 -0.0171 -0.0480 0.397
H -12.6045 2.4431 4.3776 -0.0733 0.0598 0.0038 0.264
H -11.3482 5.1133 3.5561 0.1290 -0.1148 -0.1594 0.323
H -12.6908 4.3735 2.7101 -0.0675 -0.0571 0.0263 0.315
H -11.3119 1.4863 2.8839 -0.0881 -0.0051 0.0118 0.275
H -10.3714 1.8042 1.4406 0.0020 0.2037 0.1193 0.158
H -13.3401 2.5230 1.7318 0.0004 -0.1025 0.0032 0.289
H -12.6825 1.1563 0.8274 0.0475 0.0582 0.0184 0.392
H -12.3402 2.8215 0.3128 0.0284 -0.0834 0.0475 0.302
C 11.4116 1.3507 3.2321 0.0523 0.1121 0.1006 -1.328
C 11.4791 1.2031 1.7213 0.0464 0.0190 0.0971 0.208
O 12.2502 2.2135 1.0855 -0.1022 0.1159 -0.1626 -0.417
C 13.6173 2.2976 1.4668 0.0264 -0.0730 0.0025 -0.322
C 14.4022 1.0260 1.1938 -0.0547 -0.1401 -0.0368 -1.018
H 11.0005 2.3289 3.5026 0.0007 -0.1271 -0.0528 0.305
H 10.7787 0.5709 3.6635 0.0227 0.0629 -0.0586 0.393
H 12.3975 1.2737 3.6938 -0.0336 -0.0919 0.0015 0.387
H 10.4669 1.2817 1.3156 0.1333 0.1415 -0.1373 -0.055
H 11.8477 0.2118 1.4385 0.0363 -0.0431 0.0730 0.285
H 13.6983 2.5930 2.5181 0.0249 -0.0765 0.0325 0.311
H 14.0537 3.1137 0.8838 -0.2566 -0.0366 -0.0106 0.346
H 14.0133 0.1758 1.7579 0.0774 0.0489 0.0500 0.271
H 15.4506 1.1601 1.4702 -0.0659 0.0141 -0.0265 0.397
H 14.3503 0.7655 0.1329 0.0263 0.0575 0.0723 0.257
C -3.6813 -4.8393 2.5730 -0.0967 -0.0895 -0.0663 -1.001
C -3.7000 -4.0861 3.8926 -0.0043 -0.0630 -0.0492 -0.081
O -4.9098 -4.2466 4.6216 -0.1272 0.1226 0.0622 -0.427
C -5.2476 -5.5748 4.9989 0.0674 0.0048 0.0110 -0.331
C -4.2070 -6.2366 5.8859 0.1446 0.0380 0.0344 -1.001
H -4.5175 -4.5231 1.9404 0.1222 0.0193 0.0580 0.275
H -2.7456 -4.6514 2.0401 -0.0796 0.0411 0.0378 0.386
H -3.7725 -5.9174 2.7173 0.0885 0.0051 0.0015 0.369
H -3.5995 -3.0178 3.6877 -0.1838 -0.0804 0.1580 -0.006
H -2.8429 -4.3623 4.5155 0.0383 -0.0961 -0.0262 0.275
H -5.4494 -6.1802 4.1088 0.0729 -0.0559 -0.0001 0.291
H -6.1913 -5.5122 5.5483 0.0882 0.2091 -0.1136 0.337
H -3.2423 -6.3325 5.3836 -0.0606 -0.0826 -0.0140 0.253
H -4.5355 -7.2377 6.1748 -0.0027 0.0677 -0.0142 0.383
H -4.0463 -5.6458 6.7921 -0.0565 -0.0545 -0.0605 0.284
```
Positions in Å, forces in eV/Å.

Results
* HOMO level: -7.672 eV
* charge: 0
* structure (SMILES): CCNc1cc(Br)c2c(c1)N(CCCCCCCC[Si](C)(C)c1ccccc1)c1c(OB(O)O)cccc1S2.CCOCC.CCOCC.CCOCC.CCOCC.CCOCC.CCOCC
* F_max: 5.13 eV/Å
* DFT total energy: -168446.608 eV
* LUMO energy: 0.004 eV

---

# 2
Computed, not measured: an isolated molecule of C4H4N2O, with the ωB97M-V functional and the def2-TZVPD basis.

Structure (XYZ):
```
11
Properties=species:S:1:pos:R:3:forces:R:3:mulliken_charge:R:1
H -2.5623 -0.6683 0.5861 -0.3157 -0.3143 -0.2374 0.279
N -2.1899 -0.1186 -0.1872 0.1539 -0.2637 -0.0493 -0.615
C -0.9771 -0.4139 -0.3347 -0.2632 0.3707 0.1963 0.472
C -0.0389 0.4796 -1.0119 0.1384 0.0945 0.1957 -0.295
C 0.9633 0.8396 -0.2000 -0.0296 -0.1007 -0.0722 -0.233
C 1.1108 0.1063 1.0520 -0.0039 -0.1203 0.0661 -0.187
N 0.5523 -1.0210 1.3178 0.3002 0.4663 -0.0390 -0.326
O -0.3745 -1.4497 0.3680 -0.2454 0.0937 -0.0029 -0.216
H -0.2834 0.9367 -1.9628 0.0566 -0.0047 0.1345 0.369
H 1.6370 1.6581 -0.4193 0.0812 -0.1526 -0.0587 0.359
H 1.7586 0.4626 1.8444 0.1276 -0.0690 -0.1332 0.393
```
Positions in Å, forces in eV/Å.

Results
* relative energy (zero: lowest compared OMol25 entry of this formula, charge and spin): 2.8681 eV
* HOMO level: -9.755 eV
* charge: 0
* structure (SMILES): [H]/N=c1/cccno1
* F_max: 0.56 eV/Å
* DFT total energy: -9237.620 eV
* LUMO energy: -0.017 eV